A 3-piece molecular cluster, C3H11NS overall, computed with wB97M-V/def2-TZVPD.

Computed properties:
HOMO (alpha / beta)   -14.055 / -13.990 eV
Frontier orbital gap (alpha / beta)   7.391 / 4.482 eV
LUMO level (alpha / beta)   -6.66 / -9.51 eV

The geometry in ORCA input format:
```
! RIJCOSX wB97M-V def2-TZVPD def2/J DEFGRID3
* xyz 1 2
S 1.29 -1.34 2.32
H 1.26 -0.98 3.62
C -0.35 0.34 -1.97
C -0.35 0.55 -0.46
C -1.05 -0.61 0.21
N 1.01 0.84 0.06
H 0.12 1.21 -2.45
H 0.19 -0.56 -2.27
H -1.37 0.27 -2.33
H -0.88 1.49 -0.32
H -0.48 -1.54 0.10
H -2.09 -0.72 -0.10
H -1.03 -0.42 1.30
H 1.71 0.89 -0.67
H 0.71 0.40 2.20
H 1.33 0.17 0.74
*
```

=====

C34H29BCrO7 as an isolated structure, computed with wB97M-V/def2-TZVPD.

Computed properties:
HOMO (alpha / beta)   -14.690 / -14.917 eV
Frontier orbital gap (alpha / beta)   3.372 / 2.156 eV
LUMO level (alpha / beta)   -11.32 / -12.76 eV

The geometry in ORCA input format:
```
! RIJCOSX wB97M-V def2-TZVPD def2/J DEFGRID3
* xyz 3 4
C -3.21 -5.26 -0.82
C -1.96 -4.83 -0.19
C -0.91 -5.43 0.49
C -0.12 -4.37 1.01
C -0.74 -3.14 0.66
B -1.18 -1.73 1.62
O -2.41 -2.44 2.00
C -2.97 -1.69 3.05
C -2.14 -0.40 3.27
C -2.87 0.39 4.34
C -2.08 0.28 1.83
O -1.40 -0.52 0.88
C -0.74 -0.99 3.69
O -0.13 -1.67 2.61
O -1.79 -3.47 -0.17
H -3.27 -6.33 -1.05
H -4.07 -5.04 -0.16
H -3.33 -4.69 -1.75
H -0.72 -6.50 0.59
H 0.78 -4.48 1.63
H -4.03 -1.50 2.81
H -2.96 -2.34 3.95
H -2.47 1.37 4.71
H -3.90 0.57 4.02
H -3.02 -0.23 5.23
H -3.10 0.43 1.42
H -1.57 1.25 1.87
H -0.06 -0.22 4.07
H -0.90 -1.75 4.49
O 3.58 6.05 8.79
C 3.19 4.99 8.50
Cr 2.32 3.40 7.88
C 1.62 4.61 6.62
O 1.17 5.45 5.94
C 0.87 4.00 8.96
O 0.02 4.51 9.57
C 3.65 1.97 8.82
C 4.18 2.38 7.58
C 3.40 2.30 6.41
C 2.11 1.71 6.42
C 1.30 1.59 5.20
C 0.76 1.76 4.10
C -0.05 2.05 2.96
C -1.18 2.97 3.34
C -1.38 3.35 4.69
C -2.42 4.19 5.09
C -3.26 4.78 4.15
C -3.06 4.49 2.80
C -2.08 3.56 2.40
C 0.72 2.51 1.77
C 1.38 1.51 1.03
C 2.38 1.80 0.10
C 2.61 3.12 -0.27
C 1.88 4.14 0.34
C 0.96 3.85 1.35
C 1.56 1.42 7.69
C 2.33 1.50 8.86
H 4.25 2.04 9.73
H 5.18 2.81 7.53
H 3.80 2.66 5.47
H -0.76 2.91 5.48
H -2.59 4.35 6.16
H -4.09 5.43 4.46
H -3.72 4.95 2.05
H -1.99 3.26 1.35
H 0.99 0.50 1.21
H 2.92 0.97 -0.35
H 3.33 3.32 -1.05
H 2.02 5.16 -0.05
H 0.39 4.70 1.76
H 0.52 1.11 7.74
H 1.89 1.23 9.83
*
```

=====

C33H29BrN5O6S2ScSi as an isolated structure, computed with wB97M-V/def2-TZVPD.

Computed properties:
HOMO   -4.987 eV
Frontier orbital gap   3.920 eV
LUMO level   -1.07 eV

The geometry in ORCA input format:
```
! RIJCOSX wB97M-V def2-TZVPD def2/J DEFGRID3
* xyz 0 1
Sc 1.82 0.64 0.33
Br -2.96 0.65 5.94
C -1.39 0.63 4.87
C -1.39 -0.05 3.66
C -0.26 -0.05 2.88
C 0.91 0.65 3.27
C 0.89 1.31 4.51
C -0.25 1.31 5.29
N 1.97 0.65 2.39
C 3.25 1.03 2.76
C 4.24 1.11 1.81
C 5.62 1.34 2.16
C 6.58 1.32 1.21
C 6.22 1.10 -0.16
C 4.90 0.91 -0.46
N 3.90 0.90 0.46
H -2.28 -0.57 3.34
H -0.26 -0.58 1.93
H 1.75 1.86 4.84
H -0.26 1.84 6.24
H 3.50 1.21 3.80
H 5.85 1.50 3.20
H 7.62 1.47 1.47
H 6.96 1.08 -0.94
H 4.59 0.76 -1.49
O -0.13 -0.27 -2.82
S 0.28 0.70 -1.85
O -0.15 0.41 -0.47
O 1.74 0.92 -1.80
C -0.49 2.24 -2.26
C -0.97 2.42 -3.54
C -1.60 3.60 -3.90
C -1.78 4.61 -2.96
C -1.31 4.44 -1.67
C -0.65 3.27 -1.32
S 0.06 3.27 0.30
O -0.85 2.34 1.24
O -0.01 4.58 0.83
O 1.37 2.64 0.31
H -0.85 1.61 -4.25
H -1.95 3.74 -4.91
H -2.28 5.53 -3.23
H -1.43 5.21 -0.91
C -6.14 2.20 1.52
Si -5.00 1.48 0.21
C -5.28 2.23 -1.49
C -5.11 -0.40 0.14
C -3.26 1.92 0.66
C -2.11 2.11 0.94
H -7.19 1.98 1.32
H -6.03 3.29 1.57
H -5.89 1.80 2.51
H -6.30 2.08 -1.85
H -4.60 1.78 -2.22
H -5.09 3.31 -1.47
H -6.12 -0.74 -0.09
H -4.81 -0.84 1.09
H -4.44 -0.78 -0.63
N 0.74 -8.55 -5.15
C 0.87 -7.70 -4.39
C 1.04 -6.64 -3.44
C 0.79 -5.32 -3.80
C 0.94 -4.31 -2.87
C 1.35 -4.61 -1.57
C 1.61 -5.93 -1.22
C 1.45 -6.94 -2.14
N 1.50 -3.57 -0.62
C 1.49 -3.70 0.75
C 1.72 -2.46 1.25
N 1.89 -1.57 0.21
C 1.76 -2.27 -0.90
H 0.48 -5.09 -4.81
H 0.70 -3.29 -3.15
H 1.96 -6.17 -0.22
H 1.66 -7.96 -1.86
H 1.28 -4.62 1.26
H 1.79 -2.14 2.28
H 1.83 -1.86 -1.89
*
```

=====

A 2-piece molecular cluster, C4H10O2 overall, computed with wB97M-V/def2-TZVPD.

Computed properties:
HOMO   -8.686 eV
Frontier orbital gap   9.070 eV
Structure (SMILES)   C/C=C(/C)O.O
LUMO level   0.38 eV

The geometry in ORCA input format:
```
! RIJCOSX wB97M-V def2-TZVPD def2/J DEFGRID3
* xyz 0 1
C 1.17 1.32 -0.77
C 0.38 0.78 0.28
C -0.85 0.29 0.24
O -1.57 -0.21 -0.84
C -1.43 0.29 1.73
H 1.74 2.06 -0.37
H 0.64 1.93 -1.64
H 1.66 0.61 -1.35
H 0.88 0.68 1.25
H -1.29 -1.05 -1.32
H -2.44 -0.12 1.61
H -1.35 1.41 1.85
H -0.76 -0.36 2.28
H 1.03 -3.15 -1.59
H 0.96 -1.79 -0.68
O 1.22 -2.70 -0.68
*
```

=====

C31H25AsCl3CuF54O6 as an isolated structure, computed with wB97M-V/def2-TZVPD.

Computed properties:
HOMO   -10.978 eV
Frontier orbital gap   10.303 eV
LUMO level   -0.67 eV

The geometry in ORCA input format:
```
! RIJCOSX wB97M-V def2-TZVPD def2/J DEFGRID3
* xyz 0 1
Cu -2.10 30.69 -10.94
As 0.13 32.58 -11.38
F -0.82 32.35 -9.87
F -1.31 32.23 -12.33
F 0.99 32.72 -12.98
F 1.58 32.77 -10.34
F 0.42 30.83 -11.43
F -0.30 34.33 -11.34
C 0.24 25.24 -9.59
C -0.23 25.73 -11.00
C -0.08 27.26 -11.20
F -0.47 27.80 -12.32
F -0.67 28.04 -10.26
F 0.40 25.08 -11.92
F -1.51 25.33 -11.17
O 1.44 25.89 -9.14
C 1.57 26.11 -7.74
C 3.02 26.60 -7.61
F 3.41 26.92 -6.35
F 3.94 25.79 -8.14
F 0.66 27.00 -7.32
F 1.44 24.92 -7.14
H 0.31 24.15 -9.56
H -0.60 25.49 -8.93
H 0.96 27.56 -11.07
H 3.10 27.56 -8.12
C -5.76 25.62 -10.73
C -4.75 26.73 -10.57
C -5.36 28.12 -10.44
F -4.51 29.12 -10.38
F -6.25 28.35 -11.36
F -3.98 26.49 -9.48
F -3.83 26.57 -11.53
O -6.88 25.80 -9.87
C -7.43 24.62 -9.27
C -8.64 25.05 -8.44
F -9.25 24.05 -7.85
F -8.34 25.92 -7.50
F -7.69 23.73 -10.25
F -6.58 23.95 -8.50
H -5.22 24.70 -10.47
H -6.11 25.49 -11.75
H -5.89 28.25 -9.49
H -9.35 25.45 -9.16
C -3.18 30.63 -4.91
C -2.21 30.62 -6.15
C -2.87 30.02 -7.45
F -3.98 30.70 -7.77
F -2.07 30.06 -8.50
F -1.73 31.84 -6.35
F -1.16 29.78 -5.86
O -3.66 29.30 -4.57
C -3.96 29.15 -3.17
C -4.63 27.75 -3.06
F -3.91 26.68 -3.33
F -5.09 27.50 -1.77
F -2.82 29.16 -2.55
F -4.72 30.15 -2.67
H -4.00 31.30 -5.16
H -2.52 31.07 -4.16
H -3.19 28.99 -7.28
H -5.48 27.70 -3.74
C 0.39 33.06 -16.86
C -0.51 34.10 -16.22
C -1.81 33.51 -15.57
F -2.77 34.43 -15.25
F -2.38 32.60 -16.36
F 0.17 34.77 -15.28
F -0.74 34.98 -17.25
O 0.62 32.06 -15.87
C 0.55 30.72 -16.20
C 0.82 29.88 -14.91
F -0.07 30.07 -13.96
F 0.97 28.58 -15.15
F -0.54 30.46 -16.85
F 1.56 30.47 -17.03
H 1.33 33.44 -17.26
H -0.13 32.60 -17.70
H -1.53 33.02 -14.64
H 1.78 30.19 -14.48
C -3.25 26.11 -15.72
C -2.45 24.95 -15.12
C -0.99 25.32 -14.97
F -0.24 24.29 -14.45
F -0.34 25.71 -16.07
F -2.94 24.59 -13.95
F -2.54 23.80 -15.83
O -2.97 27.34 -15.07
C -3.98 28.33 -15.14
C -3.40 29.65 -14.56
F -4.22 30.70 -14.63
F -2.89 29.59 -13.34
F -4.32 28.47 -16.44
F -5.04 27.94 -14.42
H -4.29 25.79 -15.71
H -2.95 26.20 -16.77
H -0.88 26.12 -14.23
H -2.58 29.99 -15.18
C -4.86 34.39 -10.05
C -4.90 33.87 -11.51
C -6.34 33.68 -11.95
F -7.03 32.86 -11.20
F -7.03 34.83 -12.02
F -4.33 34.80 -12.33
F -4.26 32.72 -11.70
O -3.45 34.68 -9.66
C -3.22 35.18 -8.32
C -1.87 35.77 -8.11
F -0.91 34.88 -8.36
F -1.58 36.93 -8.83
F -4.05 36.14 -8.08
F -3.56 34.22 -7.48
H -5.34 33.67 -9.40
H -5.34 35.37 -9.96
H -6.33 33.23 -12.94
H -1.83 36.10 -7.07
C 2.88 30.40 -8.62
Cl 3.33 29.65 -10.17
Cl 4.06 30.11 -7.31
Cl 1.31 29.73 -8.16
H 2.78 31.48 -8.76
*
```

=====

C23H39BrClN4NbO8P as an isolated structure, computed with wB97M-V/def2-TZVPD.

Computed properties:
HOMO   -5.420 eV
Frontier orbital gap   6.855 eV
LUMO level   1.44 eV

The geometry in ORCA input format:
```
! RIJCOSX wB97M-V def2-TZVPD def2/J DEFGRID3
* xyz -1 1
C 2.43 -2.61 3.55
C 2.77 -1.64 2.41
C 1.74 -0.52 2.21
Cl 0.09 -1.25 2.14
Nb 2.25 0.68 0.38
N 4.21 -0.02 0.15
Br 2.55 2.25 -1.81
C 3.22 2.48 1.32
C 3.10 2.51 2.85
C 1.78 3.11 3.37
N 0.88 2.15 4.04
C 1.73 -0.86 -1.17
C 0.25 -1.29 -1.26
C -0.33 -1.18 -2.67
C -1.82 -1.49 -2.69
O -2.59 -0.33 -2.50
C -3.33 -0.24 -1.30
P -0.04 1.98 0.35
O -0.94 1.73 1.49
O 0.29 3.58 0.32
O -0.83 1.80 -1.05
H 1.80 -3.42 3.21
H 3.36 -3.05 3.92
H 1.94 -2.09 4.37
H 2.85 -2.20 1.49
H 3.71 -1.16 2.64
H 1.75 0.06 3.13
H 4.29 -0.44 -0.78
H 4.88 0.74 0.15
H 2.81 3.41 0.93
H 4.27 2.50 1.02
H 3.90 3.16 3.22
H 3.29 1.55 3.32
H 2.02 3.88 4.10
H 1.27 3.61 2.54
H 0.33 1.69 3.32
H 0.19 2.68 4.55
H 2.08 -0.59 -2.16
H 2.34 -1.72 -0.87
H -0.41 -0.79 -0.56
H 0.20 -2.35 -1.00
H -0.16 -0.19 -3.08
H 0.17 -1.93 -3.28
H -2.03 -2.23 -1.92
H -2.11 -1.94 -3.65
H -4.28 0.25 -1.52
H -3.53 -1.22 -0.89
H -2.79 0.37 -0.57
H 0.81 3.78 -0.47
H -0.20 1.81 -1.77
C 0.30 4.04 -7.16
C -0.52 3.06 -7.71
C -0.39 1.74 -7.31
C 0.56 1.43 -6.36
C 1.39 2.38 -5.80
C 1.25 3.70 -6.21
N 0.69 0.03 -5.93
O -0.06 -0.79 -6.43
O 1.54 -0.23 -5.11
H 0.19 5.07 -7.47
H -1.26 3.33 -8.45
H -1.02 0.97 -7.72
H 2.11 2.11 -5.04
H 1.88 4.46 -5.77
C -2.31 -4.00 4.30
C -2.69 -2.87 3.59
C -3.97 -2.36 3.73
C -4.84 -3.00 4.58
C -4.49 -4.13 5.29
C -3.21 -4.63 5.15
N -6.21 -2.46 4.74
O -6.51 -1.49 4.09
O -6.95 -3.03 5.52
H -1.30 -4.38 4.19
H -1.97 -2.39 2.93
H -4.27 -1.47 3.18
H -5.20 -4.60 5.95
H -2.91 -5.51 5.70
*
```

=====

A 2-piece molecular cluster, C5H14 overall, computed with wB97M-V/def2-TZVPD.

Computed properties:
HOMO   -11.066 eV
Frontier orbital gap   12.118 eV
Structure (SMILES)   CCC.CC
LUMO level   1.05 eV

The geometry in ORCA input format:
```
! RIJCOSX wB97M-V def2-TZVPD def2/J DEFGRID3
* xyz 0 1
C -1.86 -1.60 -1.47
C -0.77 -2.49 -2.09
H -2.45 -2.28 -0.86
H -1.44 -0.88 -0.77
H -2.49 -1.11 -2.19
H -0.75 -2.37 -3.17
H 0.25 -2.30 -1.74
H -0.92 -3.55 -1.90
C 0.99 1.06 1.73
C -0.24 1.90 1.38
C 2.21 1.44 0.91
H 1.17 1.17 2.81
H 0.61 0.04 1.79
H -0.29 2.98 1.52
H -1.15 1.47 1.79
H 2.34 0.87 -0.01
H 2.05 2.41 0.50
H -0.42 1.72 0.31
H 3.15 1.51 1.46
*
```

=====

C3H8CsO as an isolated structure, computed with wB97M-V/def2-TZVPD.

Computed properties:
HOMO   -12.890 eV
Frontier orbital gap   8.902 eV
LUMO level   -3.99 eV

The geometry in ORCA input format:
```
! RIJCOSX wB97M-V def2-TZVPD def2/J DEFGRID3
* xyz 1 1
Cs -1.11 -5.03 -1.20
C 0.91 1.01 -0.67
C 0.29 0.34 0.55
C -1.25 0.23 0.32
O 0.81 -0.94 0.70
H 0.57 2.03 -0.79
H 0.75 0.55 -1.65
H 1.99 1.07 -0.54
H 0.45 1.01 1.39
H -1.50 -0.22 -0.65
H -1.80 1.16 0.45
H -1.75 -0.50 0.95
H 1.64 -0.71 1.13
*
```

=====

A 3-piece molecular cluster, C3H14NO3 overall, computed with wB97M-V/def2-TZVPD.

Computed properties:
HOMO (alpha / beta)   -2.850 / -10.876 eV
Frontier orbital gap (alpha / beta)   3.519 / 11.221 eV
LUMO level (alpha / beta)   0.67 / 0.34 eV

The geometry in ORCA input format:
```
! RIJCOSX wB97M-V def2-TZVPD def2/J DEFGRID3
* xyz 0 2
C 0.03 0.86 0.70
C -0.50 1.55 -0.53
C -0.76 0.66 -1.76
O -1.69 2.18 -0.09
N -0.98 -0.08 1.30
H 0.92 0.27 0.51
H 0.27 1.64 1.42
H 0.27 2.27 -0.84
H -1.81 0.44 -1.80
H -0.25 -0.31 -1.74
H -0.42 1.18 -2.65
H -1.97 2.86 -0.72
H -1.74 0.49 1.72
H -0.51 -0.61 2.07
H -1.44 -0.71 0.58
H 1.51 -2.12 1.28
H 1.52 -2.28 2.82
O 1.08 -1.83 2.09
H 1.59 -2.64 -1.72
H 2.63 -1.51 -1.51
O 2.24 -2.29 -1.11
*
```

=====

What is the formula in the fourth record?
C4H10O2